8
Properties=species:S:1:pos:R:3 method="wB97M-V/def2-TZVPD" total_charge=+1 spin_multiplicity=6 relative_energy_kj_mol=0.0 homo_energy_ev="-13.60 / -12.20" total_energy_ha=-1150.6521 lumo_ev="-4.6 / -5.8"
O 1.92 -0.45 -0.11
C 0.64 -0.78 -0.04
C -0.39 0.17 0.03
C -1.76 -0.05 0.41
O -2.65 0.72 0.02
Dy 1.86 1.62 0.36
H 0.44 -1.75 0.43
H -0.07 0.51 -1.10


14
Properties=species:S:1:pos:R:3 method="wB97M-V/def2-TZVPD" total_charge=+2 spin_multiplicity=9 relative_energy_kj_mol=543.7 homo_energy_ev="-18.62 / -19.05" total_energy_ha=-1133.5450 lumo_ev="-13.7 / -11.9"
O -0.71 1.05 0.23
Gd 1.42 0.25 -0.07
F 3.31 -0.40 -0.44
C -1.45 -1.80 -1.43
O -1.42 -0.94 -0.30
C -1.99 0.36 -0.47
C -2.51 0.94 0.80
H -1.07 -2.77 -1.11
H -2.49 -1.88 -1.78
H -0.85 -1.39 -2.25
H -2.16 0.63 1.80
H -2.58 0.37 -1.39
H -2.96 1.59 -0.24
H -3.55 0.60 0.98


73
Properties=species:S:1:pos:R:3 method="wB97M-V/def2-TZVPD" total_charge=-1 spin_multiplicity=4 relative_energy_kj_mol=386.0 homo_energy_ev="-2.91 / -4.55" total_energy_ha=-2760.9475 lumo_ev="2.2 / 2.2"
Re -1.56 0.10 -1.14
O -2.06 -1.82 3.96
C -2.46 -1.57 2.86
O -1.22 -0.92 1.93
C -3.65 -1.61 2.15
C -4.79 -2.10 2.86
C -6.05 -1.98 2.29
C -6.26 -1.28 1.12
C -5.16 -0.78 0.40
C -3.81 -1.13 0.78
O -2.81 -1.09 0.01
N -5.43 0.05 -0.71
O -4.51 0.66 -1.27
O -6.60 0.21 -1.05
N -7.19 -2.56 2.97
O -6.99 -3.20 3.99
O -8.30 -2.39 2.50
H -4.67 -2.56 3.83
H -7.25 -1.11 0.75
C 2.49 -0.98 1.91
C 1.14 -0.28 1.83
C 0.09 -1.26 2.37
C 1.15 1.01 2.64
O 0.78 -0.02 0.46
Si 1.71 0.63 -0.74
S 0.31 1.24 -2.18
O 2.84 -0.43 -1.26
C 2.82 -1.54 -2.16
C 4.06 -2.37 -1.84
C 2.87 -1.03 -3.60
C 1.56 -2.39 -1.96
O 2.56 1.83 -0.05
C 3.67 2.61 -0.54
C 3.66 2.71 -2.06
C 4.95 1.92 -0.06
C 3.52 3.99 0.09
H 2.67 -1.31 2.94
H 3.29 -0.31 1.59
H 2.50 -1.86 1.26
H 0.12 -1.30 3.46
H 0.30 -2.26 1.97
H -1.37 0.09 1.76
H 1.37 0.80 3.69
H 0.19 1.52 2.58
H 1.90 1.68 2.24
H 4.96 -1.75 -1.95
H 4.13 -3.23 -2.50
H 4.01 -2.71 -0.80
H 3.79 -0.47 -3.77
H 2.02 -0.38 -3.79
H 2.84 -1.87 -4.30
H 1.50 -2.74 -0.92
H 1.58 -3.25 -2.62
H 0.67 -1.80 -2.19
H 3.80 1.72 -2.50
H 4.45 3.37 -2.40
H 2.69 3.09 -2.40
H 4.98 0.91 -0.45
H 4.96 1.87 1.03
H 5.83 2.47 -0.39
H 2.58 4.43 -0.21
H 4.35 4.63 -0.22
H 3.53 3.90 1.18
C -2.31 2.99 -0.27
C -1.86 1.63 0.14
O -1.60 1.33 1.32
H -2.41 3.67 0.58
H -3.27 2.87 -0.78
H -1.60 3.39 -1.00
F -1.44 -1.05 -3.63
C -2.40 -0.22 -3.02
F -3.54 -1.00 -2.98
H -2.60 0.60 -3.71


What did the third record say?
73
Properties=species:S:1:pos:R:3 method="wB97M-V/def2-TZVPD" total_charge=-1 spin_multiplicity=4 relative_energy_kj_mol=386.0 homo_energy_ev="-2.91 / -4.55" total_energy_ha=-2760.9475 lumo_ev="2.2 / 2.2"
Re -1.56 0.10 -1.14
O -2.06 -1.82 3.96
C -2.46 -1.57 2.86
O -1.22 -0.92 1.93
C -3.65 -1.61 2.15
C -4.79 -2.10 2.86
C -6.05 -1.98 2.29
C -6.26 -1.28 1.12
C -5.16 -0.78 0.40
C -3.81 -1.13 0.78
O -2.81 -1.09 0.01
N -5.43 0.05 -0.71
O -4.51 0.66 -1.27
O -6.60 0.21 -1.05
N -7.19 -2.56 2.97
O -6.99 -3.20 3.99
O -8.30 -2.39 2.50
H -4.67 -2.56 3.83
H -7.25 -1.11 0.75
C 2.49 -0.98 1.91
C 1.14 -0.28 1.83
C 0.09 -1.26 2.37
C 1.15 1.01 2.64
O 0.78 -0.02 0.46
Si 1.71 0.63 -0.74
S 0.31 1.24 -2.18
O 2.84 -0.43 -1.26
C 2.82 -1.54 -2.16
C 4.06 -2.37 -1.84
C 2.87 -1.03 -3.60
C 1.56 -2.39 -1.96
O 2.56 1.83 -0.05
C 3.67 2.61 -0.54
C 3.66 2.71 -2.06
C 4.95 1.92 -0.06
C 3.52 3.99 0.09
H 2.67 -1.31 2.94
H 3.29 -0.31 1.59
H 2.50 -1.86 1.26
H 0.12 -1.30 3.46
H 0.30 -2.26 1.97
H -1.37 0.09 1.76
H 1.37 0.80 3.69
H 0.19 1.52 2.58
H 1.90 1.68 2.24
H 4.96 -1.75 -1.95
H 4.13 -3.23 -2.50
H 4.01 -2.71 -0.80
H 3.79 -0.47 -3.77
H 2.02 -0.38 -3.79
H 2.84 -1.87 -4.30
H 1.50 -2.74 -0.92
H 1.58 -3.25 -2.62
H 0.67 -1.80 -2.19
H 3.80 1.72 -2.50
H 4.45 3.37 -2.40
H 2.69 3.09 -2.40
H 4.98 0.91 -0.45
H 4.96 1.87 1.03
H 5.83 2.47 -0.39
H 2.58 4.43 -0.21
H 4.35 4.63 -0.22
H 3.53 3.90 1.18
C -2.31 2.99 -0.27
C -1.86 1.63 0.14
O -1.60 1.33 1.32
H -2.41 3.67 0.58
H -3.27 2.87 -0.78
H -1.60 3.39 -1.00
F -1.44 -1.05 -3.63
C -2.40 -0.22 -3.02
F -3.54 -1.00 -2.98
H -2.60 0.60 -3.71